Molecular formula: C4H7N3
Method: DFT, ωB97M-V/def2-TZVPD

Geometry as XYZ:
```
14
Properties=species:S:1:pos:R:3:nbo_charge:R:1
C -1.6774 -0.4312 0.1079 0.154
N -1.6297 0.8185 -0.1505 -0.295
N -0.4437 1.5139 0.1763 -0.457
C 0.7282 0.4806 0.6822 -0.130
C 1.8867 -0.0881 -0.1464 -0.394
C 0.4137 -0.6043 -0.2368 -0.093
N -0.6609 -1.3194 0.2948 -0.595
H -2.6965 -0.7190 0.1723 0.197
H -0.2187 2.1276 -0.5317 0.351
H 0.5896 0.4067 1.8145 0.241
H 2.6663 -0.5376 0.4408 0.238
H 2.0049 0.5208 -1.1099 0.243
H 0.0871 -0.1218 -1.2762 0.163
H -1.0495 -2.0468 -0.2375 0.375
```

## Properties
Electronic energy (eV): -8726.058
Energy relative to the best compared isomer or geometry (same formula, charge and spin) (kJ/mol): 542.4
HOMO (eV): -7.86
Gap between HOMO and LUMO (eV): 8.81

Molecular formula: C4H7N3
Method: DFT, ωB97M-V/def2-TZVPD

Geometry as XYZ:
```
14
Properties=species:S:1:pos:R:3:nbo_charge:R:1
H 1.2638 1.6990 1.3903 0.358
N 0.7211 0.9941 0.9000 -0.669
C 1.4384 0.3683 0.0478 0.339
N 0.9660 -0.6510 -0.7201 -0.795
C 2.8533 0.6807 -0.1773 0.199
N 3.9584 0.9816 -0.3395 -0.270
H -0.0405 -0.7680 -0.7463 0.426
H 1.5132 -1.0067 -1.4854 0.403
C -2.2959 0.1167 -0.2103 -0.398
C -1.9399 -0.8907 0.5828 -0.413
H -1.8339 1.0948 -0.0934 0.213
H -3.0483 0.0046 -0.9875 0.194
H -2.3739 -1.8834 0.4906 0.195
H -1.1817 -0.7401 1.3484 0.218
```

## Properties
Electronic energy (eV): -8730.395
Energy relative to the best compared isomer or geometry (same formula, charge and spin) (kJ/mol): 124.0
HOMO (eV): -10.08
Gap between HOMO and LUMO (eV): 10.77

Molecular formula: C4H7N3
Method: DFT, ωB97M-V/def2-TZVPD

Geometry as XYZ:
```
14
Properties=species:S:1:pos:R:3:nbo_charge:R:1
H -1.0972 -0.2147 -3.0662 0.336
N -0.2421 -0.2319 -2.5357 -0.730
C -0.3693 -0.1820 -1.2380 0.410
C 0.9057 -0.2169 -0.5188 -0.480
C 0.8015 0.3230 1.0063 -0.099
C -0.2907 -0.1767 1.8833 -0.249
N -0.6229 0.6521 0.8347 -0.270
N -1.1512 0.2590 -0.2990 -0.419
H 1.7055 0.2036 -1.0375 0.254
H 1.3555 -1.2481 -0.4559 0.233
H 1.4440 1.0349 1.4843 0.204
H -0.3826 -1.3781 1.6291 0.188
H -0.1274 0.2245 2.8524 0.222
H -1.9287 0.9511 -0.5389 0.401
```

## Properties
Electronic energy (eV): -8726.990
Energy relative to the best compared isomer or geometry (same formula, charge and spin) (kJ/mol): 452.4
HOMO (eV): -8.68
Gap between HOMO and LUMO (eV): 9.71